1.
{"formula": "C24H51N4O5", "method": "the ωB97M-V functional and the def2-TZVPD basis", "homo_lumo_gap_ev": 4.182, "multiplicity": 1, "lumo_ev": 2.36, "homo_ev": -1.82, "de_lowest_kj_mol": 0.0, "charge": -1, "species": ["H", "O", "C", "O", "H", "H", "H", "H", "C", "C", "C", "H", "H", "C", "C", "H", "H", "H", "H", "H", "H", "C", "H", "O", "H", "H", "H", "C", "C", "H", "C", "C", "C", "N", "H", "H", "H", "C", "H", "H", "H", "H", "H", "H", "H", "C", "H", "C", "N", "H", "H", "H", "H", "H", "H", "H", "N", "H", "H", "C", "C", "O", "H", "H", "C", "C", "H", "H", "C", "C", "N", "C", "H", "C", "H", "C", "H", "H", "H", "H", "H", "H", "O", "H"], "coordinates": [[10.230, -2.257, -1.080], [-8.179, 0.782, 4.003], [7.514, -0.134, -2.850], [6.669, 2.515, -0.200], [-3.882, -2.546, 4.269], [-1.063, 2.106, -3.802], [6.489, 2.501, -2.269], [10.803, -0.807, -0.235], [-1.399, -1.397, -0.941], [8.786, -0.957, -2.834], [-2.218, 1.763, -1.097], [-0.841, 3.457, -1.072], [8.455, 2.550, -1.277], [-8.167, -0.051, 5.146], [1.656, 1.562, -2.083], [0.179, 3.200, -3.265], [-8.867, 0.408, 5.852], [-3.090, -1.763, 2.264], [6.885, -0.468, -3.681], [-2.989, 2.301, -0.535], [5.112, 0.362, -0.554], [-7.777, 0.157, 2.790], [1.143, 3.409, -1.013], [9.737, -0.421, -1.917], [-2.322, -0.856, -2.855], [-4.242, -1.309, -1.529], [-6.489, 0.889, 6.061], [-4.080, -1.320, 2.172], [-6.811, -0.134, 5.845], [9.243, -0.913, -3.828], [-1.369, 2.849, -1.808], [8.075, 2.392, -0.265], [9.967, -1.237, -0.786], [-2.074, -0.511, -0.028], [1.196, 0.907, -4.608], [7.401, -0.150, -0.830], [-0.434, -1.011, -1.311], [0.630, 0.381, -3.832], [5.016, 2.660, -1.339], [-5.020, -3.835, 3.849], [-5.873, -2.747, 5.826], [-6.920, -2.397, 4.435], [-0.415, 0.826, -0.176], [-0.339, 0.123, -4.259], [-1.711, 1.256, 0.937], [-5.933, -2.204, 4.876], [-2.076, 3.536, -2.291], [5.642, 0.644, -1.465], [6.768, -0.286, -1.608], [-5.582, -0.311, 4.248], [-8.575, -1.040, 4.907], [7.797, 0.911, -3.037], [8.507, 3.153, 0.389], [1.120, -0.547, -3.554], [-8.301, 0.653, 1.973], [-6.706, 0.277, 2.615], [-5.718, -0.784, 5.132], [-6.944, -0.633, 6.812], [2.779, 2.809, -0.830], [5.968, 2.131, -1.377], [-3.711, -3.181, -0.771], [2.689, 1.072, -2.507], [-8.033, -0.905, 2.774], [-2.733, 1.158, -1.841], [-1.510, 0.821, -0.056], [1.736, 2.506, -0.904], [-3.507, -4.418, 1.107], [-4.113, -0.378, 2.737], [-3.673, -2.173, -1.865], [-0.453, 2.357, -2.938], [0.429, 1.203, -2.640], [-3.556, -3.854, 0.213], [-1.226, -2.361, -0.435], [-2.238, -1.740, -2.213], [8.408, 1.417, 0.102], [-4.897, -2.746, 3.911], [-1.753, -2.517, -2.822], [4.948, 0.487, -2.288], [-4.183, -2.621, -2.723], [8.572, -2.006, -2.612], [1.495, 1.994, 0.025], [9.095, -1.266, -0.124], [-5.103, -2.224, 2.616], [-4.245, -1.095, 1.125]]}


2.
{"formula": "C24H51N6O5Sn", "method": "the ωB97M-V functional and the def2-TZVPD basis", "homo_lumo_gap_ev": 8.367, "multiplicity": 1, "lumo_ev": -1.59, "homo_ev": -9.95, "de_lowest_kj_mol": 40.4, "charge": 1, "species": ["C", "H", "H", "C", "H", "O", "O", "C", "H", "C", "H", "H", "H", "H", "N", "H", "H", "H", "C", "H", "H", "H", "H", "C", "H", "H", "H", "H", "H", "H", "H", "H", "C", "O", "C", "C", "N", "H", "C", "H", "N", "C", "C", "C", "C", "N", "H", "H", "C", "C", "N", "C", "C", "H", "H", "H", "H", "H", "H", "H", "H", "C", "C", "C", "H", "H", "H", "O", "H", "H", "H", "C", "H", "H", "H", "Sn", "H", "H", "H", "C", "N", "H", "C", "H", "H", "H", "O"], "coordinates": [[-1.723, 2.290, 2.703], [5.916, 1.016, 1.890], [-3.761, -3.388, 1.485], [3.943, -0.096, 3.916], [-0.903, -4.625, -0.999], [0.025, -2.212, -0.360], [3.119, -0.129, 0.526], [-3.025, -0.619, 3.493], [-0.174, 4.024, -4.678], [1.706, -2.604, -2.029], [-2.865, -1.889, -1.525], [-1.510, 3.213, 3.260], [-4.573, -0.171, 0.312], [-3.350, 4.058, 0.031], [5.235, 0.273, 1.931], [2.965, 2.458, -4.497], [-3.632, 0.273, 3.653], [1.389, 3.434, -3.068], [0.978, 2.614, -3.655], [-4.477, -2.162, 3.296], [0.857, -4.495, 0.739], [-0.840, -3.574, -2.429], [1.354, 3.486, -6.401], [-1.362, 3.352, 0.481], [0.283, -4.942, -2.277], [-0.050, 2.286, 1.585], [4.503, 0.434, 4.686], [3.955, 1.769, 2.763], [-0.087, 2.535, -6.792], [-1.664, 1.203, 4.560], [-1.045, -0.895, 3.154], [-4.724, -0.245, -1.428], [-3.845, -1.581, 2.621], [0.680, 1.305, -1.651], [1.487, 1.450, -5.710], [-3.080, -2.570, 1.745], [-2.499, -2.005, 0.516], [4.112, -0.092, 0.529], [4.650, -1.400, 3.540], [5.032, -1.939, 4.404], [0.079, 3.047, -4.740], [3.996, 0.692, 2.605], [-0.235, -4.153, -1.726], [0.751, -3.230, -1.013], [5.777, -0.932, 2.619], [-1.048, 2.264, 1.406], [-4.529, -1.014, 1.991], [0.825, 0.585, -5.614], [1.541, -4.012, 0.035], [-3.558, 1.982, -0.154], [-2.988, 0.724, -0.662], [2.098, 1.813, -4.354], [-2.703, 3.239, -0.286], [-2.873, -1.068, 4.482], [3.964, -2.061, 3.005], [-2.513, 3.403, -1.350], [2.410, 0.952, -3.763], [-0.197, 1.083, 3.592], [-0.548, 3.373, -0.244], [6.667, -0.679, 3.197], [-2.256, -3.011, 2.315], [-1.286, 1.089, 3.538], [0.686, 2.697, -6.044], [-3.425, -1.737, -0.597], [2.185, -3.327, 0.593], [-4.497, 2.194, -0.680], [2.239, 1.222, -6.463], [1.643, 0.458, 2.083], [2.301, -3.362, -2.543], [-1.805, -2.668, 0.177], [2.163, -4.781, -0.430], [-4.007, -0.329, -0.603], [6.057, -1.692, 1.891], [1.131, -2.045, -2.775], [2.921, -0.234, 4.263], [-0.583, -0.378, 0.326], [-3.824, 1.814, 0.891], [-4.257, -2.451, -0.602], [-1.345, 4.322, 0.998], [0.211, 1.713, -2.689], [-1.732, -0.181, 2.943], [-1.106, 1.928, -3.940], [2.798, 0.334, 1.715], [2.373, -1.905, -1.520], [-2.697, 0.858, -1.627], [-2.804, 2.251, 2.551], [-1.001, 1.372, -3.120]]}


3.
{"formula": "C24H51N6ReSi3", "method": "the ωB97M-V functional and the def2-TZVPD basis", "homo_lumo_gap_ev": 8.340, "multiplicity": 1, "lumo_ev": -5.36, "homo_ev": -13.70, "de_lowest_kj_mol": 0.0, "charge": 2, "species": ["C", "C", "H", "C", "H", "H", "H", "H", "N", "H", "H", "C", "H", "C", "Si", "Re", "H", "C", "H", "C", "H", "C", "H", "C", "H", "H", "H", "N", "H", "H", "H", "H", "C", "H", "C", "H", "H", "H", "H", "N", "H", "H", "H", "H", "H", "C", "C", "N", "H", "C", "C", "H", "H", "C", "C", "H", "C", "H", "H", "H", "H", "H", "C", "N", "C", "H", "H", "C", "N", "H", "Si", "H", "H", "C", "H", "H", "H", "H", "H", "C", "H", "Si", "H", "C", "H"], "coordinates": [[2.187, 2.625, 1.384], [1.152, 1.861, 0.741], [3.222, -0.320, 0.078], [-1.302, 1.110, 3.364], [-1.329, 0.618, 4.337], [4.916, 4.613, 3.250], [3.481, -1.795, 0.996], [2.975, 1.282, -3.273], [-1.886, -0.607, 0.036], [2.776, -3.363, 2.683], [3.194, -1.884, -0.729], [-0.837, -3.662, 0.960], [2.711, -0.137, -2.261], [2.807, 0.945, -2.245], [-0.656, -0.279, -3.219], [-0.175, 0.806, 0.256], [-3.090, -0.461, -2.551], [2.068, 4.012, 1.531], [-5.562, -4.456, -1.181], [1.458, 3.665, -1.810], [1.590, -4.634, 2.918], [-0.013, -1.989, -2.759], [1.540, -5.453, -0.185], [0.120, 0.208, -4.848], [2.957, 5.791, 2.316], [-0.242, -2.699, -3.558], [-0.420, -2.380, -1.824], [-3.909, -1.975, -0.013], [1.076, -1.991, -2.662], [-2.567, 1.864, 0.092], [0.794, -1.220, -0.436], [-1.533, 2.870, -0.625], [1.802, -4.409, -0.365], [2.292, 4.049, -1.223], [3.295, 1.960, 1.924], [0.545, 4.184, -1.509], [-3.480, -4.275, -2.291], [-1.285, -3.604, -0.035], [3.697, 1.223, -1.678], [-1.678, 2.344, 0.234], [1.208, 0.117, -4.822], [-0.123, 1.243, -5.100], [-5.919, -3.328, 0.083], [5.135, 2.167, 2.997], [-2.840, 3.574, 3.203], [1.399, -1.495, 0.450], [-4.134, -3.032, -0.799], [-3.270, -3.479, -1.713], [1.469, -4.156, -1.374], [2.904, -1.358, 0.179], [-0.321, 1.060, -1.938], [-0.693, 2.006, 3.476], [-2.792, -1.145, -4.161], [-2.715, 1.445, 2.887], [-2.514, -0.342, -3.473], [-2.094, 4.285, 0.956], [-2.881, 2.874, 2.366], [1.198, -2.987, 3.382], [-1.404, -3.014, 1.636], [-1.047, 1.853, -2.175], [1.216, 4.532, 1.112], [-0.850, 3.411, 1.838], [1.710, -3.589, 2.626], [-5.289, -3.664, -0.626], [4.275, 2.679, 2.587], [-0.974, -4.686, 1.317], [1.152, -0.888, 1.323], [4.152, 4.055, 2.727], [-0.597, 0.211, 2.403], [-0.237, -0.419, -5.667], [1.003, -3.315, 0.918], [3.384, 0.886, 1.820], [-2.435, -2.956, -1.927], [3.049, 4.719, 2.203], [-3.875, 2.987, 1.927], [2.891, -4.342, -0.344], [0.284, -0.045, 2.842], [-3.420, 1.296, 3.704], [-3.008, 0.724, 2.118], [-2.821, -1.301, -0.035], [-1.126, -0.659, 2.348], [1.281, 1.819, -1.671], [1.649, 3.922, -2.854], [-1.825, 3.312, 1.366], [-2.845, 0.590, -3.937]]}


4.
{"formula": "C24H51NO6", "method": "the ωB97M-V functional and the def2-TZVPD basis", "homo_lumo_gap_ev": 4.441, "multiplicity": 1, "lumo_ev": 3.78, "homo_ev": -0.66, "de_lowest_kj_mol": 218.0, "charge": -2, "species": ["C", "O", "C", "C", "H", "H", "C", "C", "C", "H", "H", "H", "H", "C", "H", "H", "H", "H", "H", "O", "H", "H", "C", "H", "C", "H", "H", "C", "H", "H", "C", "H", "H", "H", "H", "H", "H", "H", "H", "N", "H", "H", "C", "C", "H", "C", "H", "H", "H", "H", "C", "H", "H", "H", "H", "H", "H", "C", "O", "C", "H", "H", "H", "H", "H", "H", "C", "H", "C", "H", "C", "H", "C", "C", "H", "O", "O", "O", "H", "C", "C", "H"], "coordinates": [[4.997, -1.642, 6.919], [0.492, 1.566, -2.487], [-1.794, 0.573, -8.699], [-0.636, -1.743, 5.813], [-1.642, -0.428, -8.281], [-1.150, -1.710, -2.571], [2.963, -0.053, 7.036], [0.493, 0.391, -1.720], [-0.922, 1.292, 0.292], [3.591, 0.844, 7.036], [2.056, 0.209, 6.481], [-2.169, -0.067, 7.515], [-2.873, -0.264, 4.822], [-0.760, 0.044, -0.767], [5.404, -2.457, 6.309], [-2.067, 0.408, -11.991], [-0.668, 3.064, -9.591], [-0.730, 0.086, -4.239], [-1.076, -1.061, 8.496], [0.015, 2.294, 0.389], [-2.653, 1.908, -4.867], [0.312, 0.897, -9.004], [-0.698, 2.254, -10.326], [0.173, -0.278, 4.466], [6.051, -0.540, 7.041], [-0.490, 0.104, -10.341], [-2.720, 0.524, -9.281], [6.476, 0.032, 5.696], [-2.892, 1.624, -12.965], [3.821, -0.907, 5.262], [-1.962, -0.204, 4.215], [-2.848, 2.367, -10.604], [-1.067, 1.582, -6.922], [-0.529, -2.545, 5.077], [-1.921, 3.447, -11.624], [0.464, -0.927, 0.571], [-1.775, -0.641, -5.848], [-2.162, 2.570, -7.908], [-3.540, 1.256, -3.324], [-0.431, -1.142, 0.090], [3.447, -0.635, 9.079], [1.902, -1.269, 8.482], [2.572, -0.405, 8.465], [-0.722, -0.393, 5.089], [-2.749, -2.108, 6.147], [-1.964, 1.557, -7.548], [-1.674, -3.068, 7.143], [-1.941, 0.807, 3.795], [-0.327, -1.997, -0.475], [5.641, 0.503, 5.174], [-1.936, 2.434, -11.206], [7.248, 0.795, 5.836], [4.818, -2.070, 7.910], [-2.112, -2.233, 3.432], [0.287, -1.757, 6.409], [-1.168, -1.121, 2.422], [6.935, -0.958, 7.538], [-1.843, -0.018, -4.003], [-1.972, 1.227, 1.040], [-1.977, -1.080, 7.875], [-2.820, -1.370, 8.509], [-1.877, 2.144, -3.173], [2.053, 0.436, 8.932], [-2.806, 1.259, -6.920], [0.199, 2.377, -10.945], [-1.126, 1.523, -12.997], [-1.820, -2.066, 6.724], [-2.930, -1.006, 2.462], [-2.005, 1.436, -12.353], [-0.681, 0.418, 5.825], [3.664, -1.199, 6.305], [5.690, 0.266, 7.687], [-0.606, 0.905, -9.604], [-2.516, 1.447, -3.816], [-2.961, -1.432, -2.703], [1.519, -0.385, -1.878], [-2.024, -0.053, -1.449], [-2.449, -0.739, -5.143], [6.888, -0.750, 5.053], [-2.043, -1.202, 3.070], [-1.942, -0.880, -2.627], [2.993, -2.066, 6.276]]}


Number 1: E_tot -41907.457 eV. Number 2: E_tot -50721.900 eV. Number 3: E_tot -60409.603 eV. Number 4: E_tot -39488.736 eV.